12
Properties=species:S:1:pos:R:3 method="wB97M-V/def2-TZVPD" lumo_ha=0.02827 homo_energy_ev=-9.2 total_charge=0 total_energy_ev=-8233.145 smiles="C=N/N=C/OC" de_lowest_kcal_mol=81.9
C 2.139 0.543 0.146
C 0.375 -1.059 0.023
C -2.693 0.277 -0.156
H 2.508 0.485 1.158
H 1.285 1.270 0.044
H 2.882 0.828 -0.625
H 0.235 -2.136 -0.102
H -2.332 1.337 -0.573
H -3.745 0.061 -0.131
N -0.510 -0.144 0.221
N -1.804 -0.702 0.255
O 1.659 -0.760 -0.261

57
Properties=species:S:1:pos:R:3 method="wB97M-V/def2-TZVPD" lumo_ha=0.01735 homo_energy_ev=-8.5 total_charge=0 total_energy_ev=-36507.122 smiles="C=CCOc1ccc(CN(C)C(=O)CNC(=O)c2ccc(-c3ccccc3)cc2)cc1" de_lowest_kcal_mol=26.6
C 3.561 1.261 -1.568
C 2.799 1.211 -0.492
C 2.614 2.366 0.451
O 1.270 2.560 0.842
C 0.704 1.737 1.767
C 1.333 0.675 2.405
C 0.635 -0.089 3.326
C -0.689 0.181 3.634
C -1.311 1.254 3.000
C -0.626 2.022 2.084
H -1.102 2.855 1.589
H -2.344 1.472 3.222
C -1.487 -0.720 4.543
N -2.043 -1.816 3.754
C -3.188 -1.574 3.087
O -3.869 -0.582 3.283
C -3.555 -2.526 1.943
N -2.942 -1.961 0.758
C -1.848 -2.486 0.161
O -1.407 -3.588 0.439
C -1.221 -1.606 -0.864
C -1.033 -0.248 -0.622
C -0.367 0.537 -1.543
C 0.113 -0.009 -2.733
C -0.087 -1.369 -2.970
C -0.731 -2.161 -2.041
H -0.867 -3.217 -2.216
H 0.258 -1.806 -3.895
C 0.830 0.831 -3.703
C 1.915 0.325 -4.417
C 2.600 1.119 -5.317
C 2.210 2.431 -5.525
C 1.129 2.943 -4.828
C 0.446 2.152 -3.923
H -0.407 2.554 -3.398
H 0.815 3.964 -4.991
H 2.745 3.051 -6.229
H 3.443 0.714 -5.857
H 2.236 -0.693 -4.249
H -0.191 1.578 -1.321
H -1.367 0.192 0.307
H -3.234 -1.026 0.516
H -4.642 -2.527 1.826
H -3.187 -3.543 2.064
C -1.261 -3.026 3.611
H -0.365 -2.936 4.221
H -0.955 -3.210 2.581
H -1.829 -3.888 3.969
H -2.324 -0.168 4.976
H -0.871 -1.134 5.342
H 1.143 -0.912 3.808
H 2.361 0.423 2.195
H 3.253 2.237 1.337
H 2.900 3.300 -0.041
H 2.256 0.311 -0.240
H 3.685 0.411 -2.214
H 4.097 2.154 -1.844

44
Properties=species:S:1:pos:R:3 method="wB97M-V/def2-TZVPD" lumo_ha=0.10138 homo_energy_ev=-3.5 total_charge=-1 total_energy_ev=-43818.791 de_lowest_kcal_mol=16.4
N 1.608 -2.642 -0.635
P 1.114 -1.402 0.418
O 1.749 -0.085 -0.333
Nb -1.450 -1.581 0.176
Cl -1.131 -1.247 -2.224
H 1.294 -2.441 -1.586
H 1.041 -3.435 -0.345
H 1.435 0.664 0.176
H -1.141 0.184 0.674
H -3.197 -1.092 -0.065
H -1.430 -3.426 -0.088
H -1.676 -2.032 1.903
C 4.713 -1.373 -0.149
O 4.964 -1.364 1.253
C 6.047 -2.158 1.658
C 7.292 -1.344 1.910
O 7.794 -0.729 0.738
C 7.410 0.621 0.593
H 4.043 -0.550 -0.365
H 5.645 -1.244 -0.710
H 4.223 -2.301 -0.449
H 6.256 -2.939 0.918
H 5.763 -2.647 2.597
H 8.080 -2.003 2.290
H 7.081 -0.589 2.675
H 7.987 1.270 1.267
H 6.345 0.757 0.790
H 7.620 0.907 -0.435
C -4.884 0.861 -1.475
O -5.052 1.481 -0.212
C -5.130 2.881 -0.256
C -6.550 3.379 -0.157
O -7.347 3.001 -1.265
C -8.144 1.861 -1.030
H -5.083 -0.199 -1.354
H -5.577 1.281 -2.212
H -3.854 0.969 -1.828
H -4.661 3.269 -1.167
H -4.571 3.267 0.604
H -6.544 4.474 -0.125
H -6.998 3.014 0.774
H -9.011 2.108 -0.400
H -7.571 1.064 -0.552
H -8.501 1.512 -1.996

18
Properties=species:S:1:pos:R:3 method="wB97M-V/def2-TZVPD" lumo_ha=0.01945 homo_energy_ev=-9.4 total_charge=0 total_energy_ev=-11034.921 smiles=CB(O)N1CC[C@@H]1C#N de_lowest_kcal_mol=0.0
B -0.916 1.034 -0.009
C -0.391 -1.846 1.739
C 1.679 -1.388 0.237
C 1.141 -0.456 -0.827
C 0.650 -0.954 1.308
C -1.219 1.664 -1.397
N -1.218 -2.611 1.986
N 0.036 0.050 0.023
O -1.593 1.204 1.180
H 1.695 -2.419 0.050
H 2.611 -1.107 0.468
H 1.732 0.404 -1.163
H 0.867 -0.832 -1.875
H 0.901 -0.262 2.095
H -0.484 1.304 -2.186
H -0.955 2.682 -1.166
H -2.211 1.733 -1.696
H -2.325 1.800 1.234

102
Properties=species:S:1:pos:R:3 method="wB97M-V/def2-TZVPD" spin_multiplicity=2 lumo_ha="0.07594 / 0.07139" homo_energy_ev="-0.7 / -6.8" total_charge=-1 total_energy_ev=-121544.252
Zn 12.595 15.405 -1.630
S 14.360 16.535 -0.181
O 12.952 16.190 0.085
O 14.358 16.263 -1.566
O 14.570 17.976 0.025
O 15.270 15.673 0.586
C 17.072 15.753 -4.878
C 16.240 17.048 -5.017
O 16.017 17.583 -6.130
N 15.581 17.461 -3.947
C 14.776 18.658 -3.923
H 18.080 15.860 -4.475
H 17.168 15.316 -5.871
H 16.470 15.022 -4.338
H 15.741 16.969 -3.079
H 13.938 18.572 -3.231
H 14.238 18.819 -4.857
H 15.456 19.478 -3.694
C 11.311 18.792 -0.554
C 11.050 18.200 -1.923
O 11.574 17.125 -2.241
N 10.183 18.839 -2.719
C 9.635 18.288 -3.974
H 10.863 19.782 -0.468
H 12.392 18.882 -0.663
H 11.027 18.209 0.323
H 9.952 19.798 -2.503
H 9.428 17.249 -3.718
H 10.349 18.394 -4.791
H 8.708 18.763 -4.296
C 17.289 19.926 -0.305
C 16.106 20.876 -0.521
O 16.403 22.053 -0.299
N 14.971 20.381 -1.082
C 13.975 21.352 -1.519
H 18.283 20.373 -0.321
H 17.189 19.242 -1.148
H 17.206 19.390 0.641
H 14.638 19.457 -0.845
H 13.463 21.078 -2.441
H 14.347 22.372 -1.616
H 13.110 21.353 -0.855
C 14.850 11.816 -2.133
C 13.974 12.542 -1.074
O 13.458 13.604 -1.349
N 13.947 11.991 0.176
C 13.223 12.681 1.219
H 15.548 11.124 -1.662
H 15.384 12.617 -2.644
H 14.257 11.115 -2.720
H 14.247 11.086 0.509
H 13.647 13.669 1.397
H 13.247 12.157 2.174
H 12.183 12.702 0.894
C 8.493 14.683 -1.591
C 9.560 14.994 -0.575
O 10.719 14.761 -0.909
N 9.064 15.353 0.643
C 9.974 15.624 1.730
H 7.480 14.698 -1.189
H 8.639 13.675 -1.977
H 8.670 15.411 -2.383
H 8.102 15.134 0.859
H 10.979 15.513 1.325
H 9.758 14.825 2.439
H 9.814 16.599 2.192
C 16.079 16.908 3.364
C 17.438 16.978 2.748
O 18.374 17.255 3.491
N 17.554 16.661 1.451
C 18.801 16.564 0.787
H 15.528 17.755 2.956
H 16.130 17.066 4.441
H 15.480 16.026 3.138
H 16.771 16.231 0.981
H 19.083 15.512 0.828
H 19.646 17.157 1.135
H 18.677 16.859 -0.255
C 14.249 21.319 2.398
C 13.208 20.294 2.928
O 12.567 20.541 3.915
N 13.067 19.115 2.285
C 12.417 17.914 2.683
H 14.029 21.621 1.374
H 15.140 20.692 2.422
H 14.345 22.213 3.014
H 13.596 19.092 1.425
H 12.974 16.986 2.555
H 11.475 17.867 2.136
H 12.215 18.063 3.743
C 17.269 12.156 1.517
C 17.597 12.697 0.062
O 18.174 11.915 -0.616
N 17.244 13.890 -0.439
C 17.263 14.456 -1.782
H 16.944 11.122 1.396
H 16.388 12.586 1.992
H 18.046 12.159 2.281
H 16.810 14.552 0.187
H 17.422 13.713 -2.563
H 18.105 15.146 -1.733
H 16.283 14.863 -2.031

11
Properties=species:S:1:pos:R:3 method="wB97M-V/def2-TZVPD" lumo_ha=0.03092 homo_energy_ev=-8.7 total_charge=0 total_energy_ev=-10143.994 smiles="Nn1cn[nH]c1=O" de_lowest_kcal_mol=72.4
C -1.289 -0.381 0.005
C 0.686 0.823 0.645
N -1.531 0.415 0.986
N -0.381 1.050 1.396
N -0.032 -0.338 -0.472
N 0.658 -1.195 -1.320
O 1.870 1.000 0.763
H -2.060 -0.821 -0.643
H -0.326 1.924 2.035
H 1.558 -1.672 -1.053
H 0.846 -0.805 -2.342

Copy entry 4 word for word.
18
Properties=species:S:1:pos:R:3 method="wB97M-V/def2-TZVPD" lumo_ha=0.01945 homo_energy_ev=-9.4 total_charge=0 total_energy_ev=-11034.921 smiles=CB(O)N1CC[C@@H]1C#N de_lowest_kcal_mol=0.0
B -0.916 1.034 -0.009
C -0.391 -1.846 1.739
C 1.679 -1.388 0.237
C 1.141 -0.456 -0.827
C 0.650 -0.954 1.308
C -1.219 1.664 -1.397
N -1.218 -2.611 1.986
N 0.036 0.050 0.023
O -1.593 1.204 1.180
H 1.695 -2.419 0.050
H 2.611 -1.107 0.468
H 1.732 0.404 -1.163
H 0.867 -0.832 -1.875
H 0.901 -0.262 2.095
H -0.484 1.304 -2.186
H -0.955 2.682 -1.166
H -2.211 1.733 -1.696
H -2.325 1.800 1.234

Repeat the fifth record exactly.
102
Properties=species:S:1:pos:R:3 method="wB97M-V/def2-TZVPD" spin_multiplicity=2 lumo_ha="0.07594 / 0.07139" homo_energy_ev="-0.7 / -6.8" total_charge=-1 total_energy_ev=-121544.252
Zn 12.595 15.405 -1.630
S 14.360 16.535 -0.181
O 12.952 16.190 0.085
O 14.358 16.263 -1.566
O 14.570 17.976 0.025
O 15.270 15.673 0.586
C 17.072 15.753 -4.878
C 16.240 17.048 -5.017
O 16.017 17.583 -6.130
N 15.581 17.461 -3.947
C 14.776 18.658 -3.923
H 18.080 15.860 -4.475
H 17.168 15.316 -5.871
H 16.470 15.022 -4.338
H 15.741 16.969 -3.079
H 13.938 18.572 -3.231
H 14.238 18.819 -4.857
H 15.456 19.478 -3.694
C 11.311 18.792 -0.554
C 11.050 18.200 -1.923
O 11.574 17.125 -2.241
N 10.183 18.839 -2.719
C 9.635 18.288 -3.974
H 10.863 19.782 -0.468
H 12.392 18.882 -0.663
H 11.027 18.209 0.323
H 9.952 19.798 -2.503
H 9.428 17.249 -3.718
H 10.349 18.394 -4.791
H 8.708 18.763 -4.296
C 17.289 19.926 -0.305
C 16.106 20.876 -0.521
O 16.403 22.053 -0.299
N 14.971 20.381 -1.082
C 13.975 21.352 -1.519
H 18.283 20.373 -0.321
H 17.189 19.242 -1.148
H 17.206 19.390 0.641
H 14.638 19.457 -0.845
H 13.463 21.078 -2.441
H 14.347 22.372 -1.616
H 13.110 21.353 -0.855
C 14.850 11.816 -2.133
C 13.974 12.542 -1.074
O 13.458 13.604 -1.349
N 13.947 11.991 0.176
C 13.223 12.681 1.219
H 15.548 11.124 -1.662
H 15.384 12.617 -2.644
H 14.257 11.115 -2.720
H 14.247 11.086 0.509
H 13.647 13.669 1.397
H 13.247 12.157 2.174
H 12.183 12.702 0.894
C 8.493 14.683 -1.591
C 9.560 14.994 -0.575
O 10.719 14.761 -0.909
N 9.064 15.353 0.643
C 9.974 15.624 1.730
H 7.480 14.698 -1.189
H 8.639 13.675 -1.977
H 8.670 15.411 -2.383
H 8.102 15.134 0.859
H 10.979 15.513 1.325
H 9.758 14.825 2.439
H 9.814 16.599 2.192
C 16.079 16.908 3.364
C 17.438 16.978 2.748
O 18.374 17.255 3.491
N 17.554 16.661 1.451
C 18.801 16.564 0.787
H 15.528 17.755 2.956
H 16.130 17.066 4.441
H 15.480 16.026 3.138
H 16.771 16.231 0.981
H 19.083 15.512 0.828
H 19.646 17.157 1.135
H 18.677 16.859 -0.255
C 14.249 21.319 2.398
C 13.208 20.294 2.928
O 12.567 20.541 3.915
N 13.067 19.115 2.285
C 12.417 17.914 2.683
H 14.029 21.621 1.374
H 15.140 20.692 2.422
H 14.345 22.213 3.014
H 13.596 19.092 1.425
H 12.974 16.986 2.555
H 11.475 17.867 2.136
H 12.215 18.063 3.743
C 17.269 12.156 1.517
C 17.597 12.697 0.062
O 18.174 11.915 -0.616
N 17.244 13.890 -0.439
C 17.263 14.456 -1.782
H 16.944 11.122 1.396
H 16.388 12.586 1.992
H 18.046 12.159 2.281
H 16.810 14.552 0.187
H 17.422 13.713 -2.563
H 18.105 15.146 -1.733
H 16.283 14.863 -2.031